Here is one molecule with the formula C2H2N2O in a non-equilibrium geometry from OMol25. Energies are from ωB97M-V with the def2-TZVPD basis set.

Its SMILES is N=C=CN=O. The value obtained for the HOMO-LUMO gap is 0.3299 hartree. The value obtained for the total energy is -262.013935 hartree. Its energy above the lowest of the compared OMol25 structures with the same formula, charge and spin is 94.1 kcal per mole. The charge is 0.

Last column: Löwdin charge in e.
Atoms and positions in Å:
N: -1.1998 0.8205 0.5392  0.20
C: -0.2355 0.7019 -0.1938  -0.17
C: 0.7116 -0.0801 -0.6750  -0.13
N: 0.5299 -1.4123 -0.1715  -0.05
O: -0.3415 -1.6126 0.6372  -0.04
H: -0.9429 1.4764 1.2683  0.10
H: 1.4782 0.1062 -1.4044  0.09